H14O6S | ωB97M-V/def2-TZVPD

Its SMILES is O.O.O.O.O.O.S. For the HOMO energy, the calculation gives -9.69 eV. For the total energy, the calculation gives -23347.001 eV. Its energy above the lowest of the compared OMol25 structures with the same formula, charge and spin is 33.0 kcal/mol. The molar mass is 142.17 Da. For the HOMO-LUMO gap, the calculation gives 0.373 Eh.

Cartesian coordinates (Å):
O1 -1.450341 0.708102 -2.302019
H1 -0.676601 0.593306 -1.647158
H2 -1.823893 -0.165420 -2.047458
O2 -0.995960 -2.699548 3.323493
H3 -1.988762 -2.880550 3.551198
H4 -1.119927 -2.939284 2.325917
O3 1.114318 2.540408 -1.938206
H5 0.303976 2.940563 -2.416262
H6 1.348986 1.749656 -2.485815
O4 1.681446 1.861449 0.569505
H7 1.713130 2.562471 1.241037
H8 1.348306 2.273487 -0.281244
O5 0.672875 -1.003659 -0.954640
H9 0.950607 -1.210786 -0.026214
H10 1.015994 -1.697668 -1.473415
O6 1.927241 -1.009756 1.391135
H11 2.781634 -1.227015 1.834234
H12 1.879093 0.021417 1.418088
S1 -3.047465 -0.375683 0.560574
H13 -3.541936 -0.494804 -0.642646
H14 -2.092713 0.453311 -0.000094

Force components x, y, z for each atom (eV/Å):
1.5 -1.4 2.2
-1.0 0.7 -1.5
-0.2 0.6 -0.8
-3.6 -1.4 -2.4
2.7 0.6 0.0
1.0 0.8 2.4
-1.7 0.2 -2.1
1.9 -1.1 1.2
-0.3 0.9 0.7
-0.3 0.6 0.0
-0.1 -0.3 -0.5
0.4 -0.6 1.0
-0.8 1.1 1.4
0.1 0.3 -0.8
0.6 -1.2 -1.0
1.0 2.3 1.1
-1.1 0.2 -0.6
0.1 -2.3 -0.4
1.2 0.8 0.2
-0.7 -0.2 -0.8
-0.6 -0.5 0.8